--- a ---
{
  "formula": "C2H2F3P",
  "method": "ωB97M-V/def2-TZVPD",
  "symbols": ["C", "C", "F", "F", "F", "P", "H", "H"],
  "positions_angstrom": [[0.76, 0.78, -0.13], [-0.54, 0.08, -0.12], [1.83, 0.48, -0.88], [-1.15, -0.23, -1.25], [-1.47, 0.91, 0.57], [-0.12, -1.30, 1.13], [0.89, 1.39, 0.79], [-0.20, -2.12, -0.11]],
  "nbo_charge": [0.2045, 0.3602, -0.2868, -0.3139, -0.3694, 0.2341, 0.1965, -0.0253]
}

--- b ---
{
  "formula": "C2H2F3P",
  "method": "ωB97M-V/def2-TZVPD",
  "symbols": ["C", "C", "F", "F", "F", "P", "H", "H"],
  "positions_angstrom": [[1.70, 0.89, -0.65], [-1.36, -0.63, 0.58], [-1.88, -0.42, -0.59], [-2.33, -0.42, 1.49], [-1.02, -1.92, 0.66], [1.38, 0.50, 0.90], [2.55, 1.47, -1.15], [0.97, 0.52, -1.25]],
  "nbo_charge": [-0.9188, 0.9201, -0.3252, -0.3443, -0.3434, 0.5377, 0.2525, 0.2215]
}

Which structure is the least stable? The one labeled b.